[1]
A 9-piece molecular cluster, C24H60F12N5O17S4 overall at a distorted geometry, computed with ωB97M-V/def2-TZVPD.

Positions of all 122 atoms, in Å:
S1 -0.12605 -0.03052 0.01114
S2 0.19315 -4.60824 3.59514
S3 6.24898 -1.81364 -3.78394
S4 -1.47892 -4.39954 -4.84521
F1 4.13923 -1.20684 -2.16484
F2 0.18388 -6.05767 1.35160
F3 0.64599 -4.04674 0.87868
F4 -0.56221 -2.00645 -1.73872
F5 5.87400 -1.44956 -1.06753
F6 5.70654 0.35975 -2.13318
F7 0.50142 -2.81913 -6.09380
F8 -0.05208 -2.17006 -4.12134
F9 1.40978 -2.21531 -0.68932
F10 1.27881 -3.71323 -4.35982
F11 2.15825 -5.13547 1.90716
F12 1.20766 -0.79976 -2.22919
O1 -2.05240 -4.13380 -3.48342
O2 1.02775 0.84333 0.26902
O3 6.65035 -3.13260 -3.32875
O4 -0.47672 -0.68793 1.31244
O5 5.18449 -1.92433 -4.71025
O6 -1.19561 1.04233 6.31054
O7 -2.34994 -3.93391 -5.98134
O8 1.05094 1.75314 -5.08843
O9 -3.17560 4.08632 -0.11595
O10 -1.24152 -4.35399 3.35720
O11 -4.35565 -2.16171 -2.32194
O12 7.29884 -0.91271 -4.21135
O13 0.93937 -3.45066 3.94047
O14 -0.99171 -5.76609 -5.11549
O15 -1.26962 0.58538 -0.72443
O16 0.46230 -5.74420 4.47633
O17 4.21892 -0.02387 1.42585
N1 -0.41987 -0.95325 4.06072
N2 -0.88776 3.92863 -4.55328
N3 -3.80588 1.44664 1.10967
N4 3.38470 2.44444 0.67509
N5 -2.97645 -4.11580 -0.92341
C1 -3.95429 4.75307 -1.13061
C2 0.09424 0.99443 5.65499
C3 5.15099 0.94165 1.66709
C4 0.16384 -3.20043 -4.91582
C5 -4.61522 -3.84617 0.94438
C6 5.42889 -0.98243 -2.20817
C7 -4.35629 -3.58866 -0.53984
C8 1.84731 -0.19149 4.22784
C9 -3.94182 3.99596 1.13342
C10 0.09833 3.34019 -3.46872
C11 -2.05094 2.71268 2.38214
C12 1.09674 0.40028 -5.48683
C13 5.68148 3.31922 1.17307
C14 0.58331 -0.40760 5.09229
C15 0.82078 -5.00668 1.85515
C16 -3.71033 -0.94982 -2.73918
C17 -4.67217 -2.17199 -1.00740
C18 0.51647 -1.34864 -1.20167
C19 4.57645 -1.34024 1.86900
C20 4.88299 2.14717 0.70078
C21 -0.63901 3.42556 -2.17068
C22 -3.54238 2.76227 1.98450
C23 -1.49260 2.38944 6.77827
C24 0.51236 1.94407 -3.75128
H1 -1.67923 1.75301 2.74125
H2 0.78285 1.27094 6.45340
H3 3.22044 3.23747 0.07158
H4 -3.70324 -0.99081 -3.82839
H5 1.97804 -0.76728 3.31162
H6 -2.66813 -0.87048 -2.42996
H7 -3.94430 -3.15115 1.44928
H8 2.73067 -0.41132 4.82737
H9 5.28568 4.30161 0.91554
H10 5.35491 1.16301 2.71472
H11 -3.36648 5.45574 -1.72126
H12 -4.74856 5.35710 -0.69198
H13 -0.14075 2.95499 -1.32309
H14 -4.97030 3.88757 0.78906
H15 3.11489 2.79659 1.58244
H16 4.90763 -1.29116 2.90631
H17 -2.83722 -5.05325 -0.57427
H18 -1.64179 3.00036 -2.21231
H19 -1.45539 3.05010 1.53387
H20 2.76616 1.69912 0.38867
H21 -0.44364 -0.42261 3.20168
H22 -0.08055 -1.89152 3.90380
H23 -3.80451 0.68475 1.77272
H24 -4.63911 1.54960 0.54823
H25 -4.23762 -1.37951 -0.39811
H26 -4.18014 2.70470 2.86658
H27 1.90935 0.86207 3.95532
H28 0.08110 0.03000 -5.62631
H29 -2.77986 -4.06625 -1.91285
H30 1.69454 0.31303 -6.39410
H31 -0.32985 3.65265 -5.34868
H32 -5.70013 -1.98996 -0.69393
H33 6.64510 3.39112 0.66871
H34 -4.48551 3.97018 -1.67188
H35 -1.04038 2.58404 7.75076
H36 -0.69593 4.42329 -1.73549
H37 0.27811 1.72100 4.86355
H38 -1.38927 -0.93400 4.34356
H39 -1.30557 3.20300 6.07739
H40 -3.07737 1.26738 0.43348
H41 1.60044 -0.20054 -4.72960
H42 6.15055 0.58885 1.41312
H43 -4.86158 -4.30195 -1.19101
H44 -4.17270 -0.04319 -2.34885
H45 -2.29926 -3.51871 -0.47062
H46 -1.78861 3.47364 -4.51363
H47 -3.87066 4.87408 1.77523
H48 5.81117 3.27933 2.25460
H49 -1.83157 3.32745 3.25510
H50 5.14219 1.85036 -0.31549
H51 -0.38914 1.34178 -3.63886
H52 -0.99060 4.93291 -4.52260
H53 -5.65494 -3.61426 1.17526
H54 0.90551 4.05282 -3.29920
H55 5.42912 -1.77066 1.34384
H56 0.72372 -1.18472 5.84360
H57 -4.55385 -4.89949 1.21797
H58 -2.58057 2.42020 6.83714
H59 3.80615 -2.07796 1.64432
H60 1.19356 1.59019 -2.97743

<S²>: 0.77
HOMO-LUMO gap (alpha / beta), Eh: 0.2324 / 0.1194
Charge: +2
2S+1: 2
HOMO level (alpha / beta), eV: -11.75 / -11.75
LUMO level (alpha / beta), eV: -5.43 / -8.50
Max |F|, hartree/bohr: 0.08876

***

[2]
A 8-piece molecular cluster, C24H60N4O16S4 overall at a distorted geometry, computed with ωB97M-V/def2-TZVPD.

Positions of all 108 atoms, in Å:
S1 -0.42870 -5.87788 -0.55276
S2 -1.01812 4.83126 -4.86821
S3 0.94241 3.65680 5.21259
S4 1.29372 -2.10779 3.76357
O1 -0.45970 -4.52972 -1.15156
O2 -4.56005 0.08316 -1.66464
O3 -1.94203 -6.19613 0.03586
O4 0.01019 3.90049 -5.31249
O5 1.31645 4.98694 5.72639
O6 -1.91090 4.13329 -3.61275
O7 -0.14968 0.21426 -2.19147
O8 0.37545 -1.05887 3.37238
O9 1.80363 -1.90743 5.25845
O10 0.67647 -0.38406 -7.01216
O11 0.90206 -3.51027 3.64829
O12 -0.61026 6.18764 -4.52506
O13 3.47293 0.83432 1.24455
O14 0.81387 3.68767 3.54057
O15 1.69185 2.47050 5.63832
O16 -0.05533 -6.97173 -1.42296
N1 -3.28562 0.24720 0.09546
N2 3.85654 1.05568 -0.98688
N3 -0.30999 -1.80931 -1.19685
N4 0.94007 0.41007 -4.90766
C1 -5.04369 -1.55569 -0.16914
C2 -2.56325 -0.42225 1.15644
C3 -1.16261 3.76971 -2.41014
C4 -4.21953 -0.37891 -0.64776
C5 2.79827 2.01976 -1.17428
C6 4.17048 0.65548 0.25300
C7 -2.35454 4.84216 -6.16579
C8 0.01843 2.63289 1.56873
C9 3.15783 -0.50081 6.75213
C10 0.74834 2.45882 2.93464
C11 1.91058 -0.57442 5.84463
C12 0.26202 0.24713 -6.04899
C13 0.59075 -1.54282 -0.01624
C14 2.97044 -1.89357 2.99808
C15 -2.21243 3.40623 -1.31833
C16 -1.77124 -1.31744 -3.03842
C17 2.31962 -0.11100 -4.77886
C18 -1.09779 0.85376 -6.01586
C19 -0.70108 -0.91932 -2.05708
C20 0.58090 -5.90299 1.04972
C21 -0.85288 3.43155 5.64273
C22 -2.08186 -4.30997 1.65407
C23 -2.70357 -5.17693 0.51514
C24 5.44834 -0.15518 0.34670
H1 2.99151 -1.83547 1.90983
H2 -0.56755 4.60458 -2.04000
H3 2.85213 2.33564 -2.21612
H4 0.99933 -0.44386 6.42830
H5 0.56637 3.31972 0.92365
H6 -2.69394 -3.53018 2.10727
H7 -3.61524 -5.64366 0.88813
H8 -2.06070 5.44817 -7.02282
H9 2.81154 -0.50632 -5.66759
H10 2.33530 -0.94062 -4.07205
H11 1.88639 0.12987 5.01307
H12 0.67991 -4.89848 1.46114
H13 -2.36921 -0.41226 -3.14423
H14 3.16363 0.46888 7.24991
H15 3.29813 -0.96372 3.46295
H16 -2.82807 4.22039 -0.93592
H17 -4.78571 -2.47204 -0.70003
H18 -0.89779 3.40260 6.73142
H19 -1.78514 -4.93888 2.49343
H20 -2.60604 3.80080 -6.36688
H21 0.24105 1.67292 3.49421
H22 -2.40567 -2.15232 -2.74082
H23 3.17964 -1.17331 7.60967
H24 -0.01491 -1.55271 0.88995
H25 -2.96295 -0.12688 2.12654
H26 -3.06435 -4.51733 -0.27408
H27 -0.49655 -2.78056 -1.40174
H28 -1.41317 -1.51657 -4.04848
H29 -1.55001 -0.02167 1.18768
H30 -0.11360 1.63936 1.14027
H31 -2.91681 1.11108 -0.27574
H32 -3.24816 5.28509 -5.72609
H33 -2.51140 -1.51101 1.16116
H34 6.24073 0.23639 0.98457
H35 -0.58249 2.86627 -2.59818
H36 5.12844 -1.10155 0.78276
H37 -1.79306 0.48979 -6.77232
H38 4.26009 0.68997 -1.83747
H39 3.57407 -2.74140 3.32198
H40 1.55167 -6.29304 0.74383
H41 -2.79724 2.62095 -1.79733
H42 -6.11393 -1.42853 -0.33200
H43 4.12045 -0.53423 6.24190
H44 -0.96312 3.07601 1.73698
H45 -4.78226 -1.66412 0.88348
H46 1.74775 2.04177 2.81073
H47 -1.16004 -3.81817 1.34345
H48 5.88555 -0.42973 -0.61328
H49 0.61422 0.86320 -4.06588
H50 -0.88329 1.88295 -6.30373
H51 -1.47485 4.26786 5.32357
H52 1.00053 -0.54330 -0.16166
H53 -1.84213 2.85795 -0.45210
H54 1.39682 -2.26705 0.10142
H55 0.16593 -6.66201 1.71289
H56 1.85095 1.48855 -1.08207
H57 -1.56005 0.75635 -5.03356
H58 2.90205 2.86445 -0.49324
H59 3.03768 0.63217 -4.43214
H60 -1.19947 2.44488 5.33541

HOMO-LUMO gap, Eh: 0.3357
Charge: 0
2S+1: 1
HOMO level, eV: -9.01
LUMO level, eV: 0.12
Max |F|, hartree/bohr: 0.10811
ΔE to the lowest compared entry with this formula, charge and spin, eV: 1.052

***

[3]
A 6-piece molecular cluster, C24H60N4O8 overall, computed with ωB97M-V/def2-TZVPD.

Positions of all 96 atoms, in Å:
O1 1.88762 -1.84244 -0.86462
O2 2.57727 -0.15834 5.78592
O3 -3.16401 0.82472 3.37195
O4 0.20127 -2.02889 -2.80303
O5 0.18592 -0.69544 -6.72912
O6 -3.65484 4.44081 -1.15226
O7 0.10221 -4.84058 -4.08985
O8 -0.29624 -1.89670 -1.47465
N1 0.15493 -1.51702 0.66735
N2 4.29808 1.62440 1.60189
N3 4.30085 2.88087 -0.38787
N4 2.32581 2.86684 0.82120
C1 -3.86831 1.45598 5.60859
C2 -3.17962 5.30623 -2.18404
C3 1.78235 -1.06757 2.57401
C4 3.46306 0.81812 2.49141
C5 1.31270 -5.42257 -4.55962
C6 -4.23875 6.32358 -2.57241
C7 2.89037 -1.07373 6.83646
C8 4.19392 -1.79952 6.54891
C9 0.90981 -2.05795 1.80650
C10 -1.28098 -2.45604 -5.93541
C11 -4.98206 2.42162 3.55794
C12 2.90711 -0.37226 8.18350
C13 -1.17276 -1.14194 -6.68442
C14 -1.29730 0.38024 -0.21425
C15 2.83020 -0.34231 1.73647
C16 2.16450 -4.39632 -5.29099
C17 0.73190 -1.75953 -0.57266
C18 2.07818 -6.08007 -3.42175
C19 -1.76736 -1.21551 -8.08041
C20 -2.68561 4.50504 -3.37674
C21 3.67771 2.46529 0.62781
C22 -1.87750 1.71844 0.22908
C23 -0.50249 -0.22785 0.92820
C24 -3.69472 1.88959 4.16360
H1 -4.56541 6.88828 -1.69974
H2 -2.92598 1.08911 6.01423
H3 -4.41280 3.95457 -1.49782
H4 2.67522 1.40090 2.99332
H5 5.21758 2.43357 -0.41096
H6 0.32962 -4.12465 -3.48114
H7 -3.51389 3.94859 -3.82593
H8 4.11648 0.43700 3.28047
H9 -0.81890 -2.38576 -4.95433
H10 -4.60838 0.65286 5.67445
H11 -2.08194 -0.31306 -0.52606
H12 1.15237 -0.34215 3.09957
H13 3.70435 0.37666 8.20792
H14 -3.80207 0.10137 3.37671
H15 -1.08813 2.47436 0.29736
H16 -0.63976 0.53639 -1.07724
H17 0.25503 0.50316 1.25020
H18 -2.32882 1.62134 1.21884
H19 1.60425 -3.94874 -6.11222
H20 -2.33428 5.82245 -1.72352
H21 -1.91978 3.79388 -3.06812
H22 -2.26531 5.15761 -4.14300
H23 2.97989 -6.57535 -3.78576
H24 2.46106 -3.59844 -4.60406
H25 1.95781 0.13057 8.36501
H26 2.06600 -1.79044 6.81347
H27 -4.81784 2.73430 2.52704
H28 3.27326 0.50892 5.75720
H29 -2.82035 -1.49829 -8.04226
H30 1.66877 2.16133 0.50509
H31 -2.92578 2.66381 4.10824
H32 2.13411 3.01987 1.80567
H33 0.48836 -1.12728 -3.02307
H34 4.40863 -2.54334 7.31722
H35 -2.31984 -2.76768 -5.81892
H36 -5.75180 1.64402 3.56676
H37 -1.68016 -0.25533 -8.58829
H38 1.45289 -6.81700 -2.91824
H39 -3.85694 7.02198 -3.31820
H40 -1.68330 -0.35734 -6.11948
H41 -1.16434 -0.37475 1.78863
H42 0.17211 -2.48431 2.49586
H43 -2.61185 2.10365 -0.47790
H44 2.39427 0.01990 0.80027
H45 2.37902 -5.32439 -2.69028
H46 0.69884 -1.35938 -7.20476
H47 4.97834 2.16362 2.12256
H48 -5.10861 5.81662 -3.00086
H49 -0.75693 -3.24776 -6.47893
H50 -5.35921 3.27372 4.12500
H51 0.98640 -6.19164 -5.26469
H52 -1.23946 -1.96867 -8.67304
H53 2.28358 -1.63011 3.36887
H54 5.02469 -1.08761 6.52937
H55 3.08817 -1.08065 8.99286
H56 4.14906 -2.30090 5.58212
H57 3.61859 -1.03470 1.42744
H58 1.51651 -2.88643 1.43773
H59 -4.21694 2.28439 6.22667
H60 3.07031 -4.85187 -5.69406

HOMO-LUMO gap, Eh: 0.3468
Charge: 0
2S+1: 1
HOMO level, eV: -8.97
LUMO level, eV: 0.47
Max |F|, hartree/bohr: 0.01514
ΔE to the lowest compared entry with this formula, charge and spin, eV: 1.206

***

[4]
C24H60O16P4Tl as an isolated structure at a distorted geometry, computed with ωB97M-V/def2-TZVPD.

Positions of all 105 atoms, in Å:
Tl1 -0.47092 -1.30257 -2.47208
P1 2.10886 4.68727 -1.28559
P2 -4.22048 -4.46648 1.93058
P3 -4.42008 2.56194 0.72287
P4 5.91732 -2.85871 -3.41335
O1 6.22294 -4.06253 -2.36997
O2 -6.00317 2.78623 0.71918
O3 4.52439 -2.38000 -3.27458
O4 1.47302 6.07941 -1.87102
O5 1.38624 3.41428 -1.59604
O6 -5.59985 -3.69077 2.05803
O7 -3.54073 -4.44795 3.45818
O8 -3.77872 3.95611 0.14507
O9 -3.37225 -4.22444 0.70610
O10 -3.83141 1.34823 0.07035
O11 6.15908 -3.47524 -4.93852
O12 7.23204 -1.85941 -3.20689
O13 -4.00951 2.66095 2.26816
O14 -4.72141 -6.01022 1.86127
O15 3.63486 4.61469 -1.76508
O16 2.12757 4.94673 0.30603
C1 -3.92080 6.30040 -0.13886
C2 4.52235 3.71631 -1.11550
C3 -2.65047 2.54878 4.16992
C4 -2.69053 2.39930 2.66135
C5 5.13121 -4.19785 -5.65371
C6 -6.87720 1.69858 0.94359
C7 -6.32514 -3.37520 4.39171
C8 6.06972 -3.94164 -0.93513
C9 -2.44634 -5.28939 3.80332
C10 5.04822 -5.61812 -5.09065
C11 -8.28197 2.24801 1.09551
C12 5.90314 4.15385 -1.72988
C13 9.44054 -1.50696 -2.42189
C14 1.41275 6.19651 -3.29768
C15 -6.68098 -4.07253 2.99087
C16 1.13240 7.62987 -3.72974
C17 -6.71161 -6.58247 0.57691
C18 -4.01644 5.13007 0.85797
C19 2.61745 6.19104 0.78046
C20 -5.23805 -6.59078 0.72188
C21 8.58128 -2.32590 -3.39288
C22 7.38527 -4.27201 -0.20584
C23 2.12351 6.36272 2.20275
C24 -2.86614 -6.39768 4.80414
H1 -1.94150 -5.66425 2.91298
H2 -1.97937 3.12766 2.27166
H3 7.09355 -4.55536 0.80545
H4 -8.69885 2.63428 0.16539
H5 4.53387 -5.59762 -4.12987
H6 -6.17521 -2.31258 4.20080
H7 -4.73363 -6.19029 -0.15748
H8 -6.98979 -7.06539 -0.35984
H9 -3.55107 2.17292 4.65544
H10 2.43948 7.08015 0.17557
H11 -2.90219 6.47022 -0.48769
H12 9.03615 -1.37859 -1.41786
H13 1.87879 8.36549 -3.42996
H14 -4.67029 6.26670 -0.92956
H15 0.14093 7.95286 -3.41231
H16 4.55583 3.93892 -0.04900
H17 4.22157 -3.59893 -5.60936
H18 2.43172 5.57812 2.89377
H19 -3.62657 -7.01707 4.32851
H20 10.45665 -1.90078 -2.44455
H21 5.39157 -4.23109 -6.71163
H22 -7.50397 -3.61524 2.44163
H23 -6.78560 0.99834 0.11331
H24 5.25912 -4.60734 -0.63867
H25 -1.67006 -4.61516 4.16515
H26 -2.55314 3.56792 4.54405
H27 -6.72252 -5.16094 3.03254
H28 -8.26420 3.04254 1.84149
H29 6.69017 3.75146 -1.09209
H30 8.50796 -3.35614 -3.04453
H31 -4.86069 -7.61069 0.64792
H32 4.10522 2.71945 -1.25829
H33 0.94435 7.80321 -4.78932
H34 6.03225 -6.04888 -4.90561
H35 0.71331 5.51523 -3.78219
H36 8.11133 -3.47958 -0.02421
H37 9.42818 -0.52379 -2.89234
H38 -4.97053 5.20875 1.37916
H39 6.06879 5.23030 -1.77374
H40 5.98937 3.77386 -2.74785
H41 -5.48335 -3.69178 5.00753
H42 -6.62204 1.14502 1.84722
H43 -7.14972 -7.14663 1.40024
H44 -2.07203 -7.11828 4.99967
H45 -8.92370 1.39640 1.32146
H46 3.70544 6.16416 0.84101
H47 7.84438 -5.11126 -0.72832
H48 1.05132 6.19627 2.30672
H49 2.43278 7.36280 2.50655
H50 -3.22437 5.41140 1.55194
H51 -1.72311 2.05858 4.46623
H52 -4.20176 7.24289 0.33112
H53 -2.35427 1.39385 2.40818
H54 5.58043 -3.01135 -0.64662
H55 8.83204 -2.33322 -4.45361
H56 -7.28030 -5.65369 0.62246
H57 4.54264 -6.25820 -5.81371
H58 -3.15084 -5.88133 5.72090
H59 2.43504 5.98435 -3.61074
H60 -7.14953 -3.50109 5.09359

HOMO-LUMO gap, Eh: 0.0471
Charge: +3
2S+1: 1
HOMO level, eV: -15.97
LUMO level, eV: -14.69
Max |F|, hartree/bohr: 0.07337
ΔE to the lowest compared entry with this formula, charge and spin, eV: 0.729

***

Table of DFT total energy (hartree), in record order: -5293.62191, -3965.99904, -1771.27652, -3691.29696